The following is a DFT calculation (ωB97M-V with the def2-TZVPD basis set) of a structure of composition C24H44LiN2O16 in a non-equilibrium geometry.

Each line ends with the Mulliken charge.
Element x y z (Å)
C 5.62421 -4.65478 -0.13829  -1.4131
C 4.45421 -3.78178 -0.71329  -0.5414
N 4.07721 -2.56678 0.13971  0.4025
C 3.90821 -3.01278 1.57171  -1.4770
C 5.11521 -1.48578 0.03371  -0.7849
C 5.40921 -0.93978 -1.42029  -1.0731
C 2.72821 -2.07678 -0.34329  0.2692
C 1.55421 -2.97978 -0.01929  -1.0496
O 0.34421 -2.24578 -0.56129  0.0424
C 0.19321 -2.46178 -1.93329  -0.1939
H 5.22321 -5.17778 0.54271  0.5394
H 6.64021 -3.95578 0.09271  0.2475
H 6.39721 -5.40478 -0.90629  0.3171
H 3.64921 -4.48378 -0.51829  0.3063
H 4.55821 -3.43978 -1.69629  0.6699
H 3.49021 -2.13678 2.14071  0.0038
H 4.89421 -3.37478 1.86071  0.5896
H 3.24221 -3.58178 1.70671  0.8856
H 5.99021 -1.88678 0.37771  0.8144
H 4.95121 -0.66078 0.66471  0.5012
H 5.75521 -1.61578 -2.19929  0.2953
H 6.39721 -0.31778 -1.25529  0.3627
H 4.46221 -0.41278 -1.64929  0.3155
H 2.78721 -1.97578 -1.47029  0.3029
H 2.74621 -1.17978 0.31471  -0.0327
H 1.12821 -3.33178 0.96871  0.3233
H 1.53921 -4.09078 -0.33929  0.2410
H -0.71879 -1.86078 -2.07729  -0.3226
H 0.00021 -3.50778 -2.21929  0.3910
H 1.01321 -1.98578 -2.61629  0.1918
Li -0.34579 0.04822 -0.26729  1.0433
N 1.25121 1.06922 -1.99729  0.7753
O 1.63621 1.05022 -0.82429  -0.5410
O 1.89421 0.49022 -2.84129  -0.6085
O -0.02979 0.90222 -2.12529  -0.5242
C -5.91879 -1.21678 2.41371  -1.7464
C -5.45579 -0.91578 1.00371  0.4202
C -5.31079 0.46022 0.66771  -0.6406
O -3.96379 0.69022 0.32671  -0.2065
C -3.33179 -0.60278 0.33471  0.2858
O -2.23079 -0.80078 0.07071  -0.1042
O -4.27079 -1.55578 0.55771  -0.3078
H -6.08779 -2.29778 2.49971  0.4044
H -6.85379 -0.85278 2.64371  0.4969
H -5.10179 -1.03878 3.15471  0.3249
H -6.20879 -1.52378 0.28771  0.2508
H -5.71079 1.04122 1.47471  0.3569
H -5.80379 0.54322 -0.17429  0.4447
C -0.76579 6.73322 0.03171  -1.8178
C -1.70579 5.59522 -0.16229  0.7097
C -1.84879 5.04122 -1.57129  -0.6705
O -1.79179 3.65322 -1.43029  -0.2407
C -1.41879 3.37322 -0.22929  0.4666
O -1.22979 2.24522 0.22071  -0.3949
O -1.39879 4.41222 0.62471  -0.3488
H -1.03379 7.58322 -0.37829  0.5609
H 0.40921 6.70922 -0.17929  0.2840
H -0.79879 6.90622 1.08271  0.4362
H -2.63979 5.99722 0.03671  0.2126
H -1.07279 5.71522 -2.18429  0.2191
H -2.66879 5.37822 -1.99229  0.4936
C -4.74379 2.12222 -2.72729  -0.6271
C -4.28079 0.91322 -3.49329  0.3326
C -3.03979 0.21422 -2.99029  0.2364
O -3.41879 -1.06878 -2.64729  -0.2991
C -4.74479 -1.23678 -2.80929  0.5705
O -5.36279 -2.37478 -2.52829  -0.6782
O -5.23879 -0.11478 -3.09329  -0.3358
H -4.14179 2.70022 -1.98929  -0.0797
H -5.43879 1.88522 -1.77429  0.1210
H -5.35679 2.83422 -3.49729  0.2539
H -4.48779 1.12422 -4.57629  0.3911
H -2.71179 0.61922 -1.99329  -0.4209
H -2.48679 0.14522 -3.89029  0.5311
C 3.28921 1.71422 3.76071  -1.2363
C 2.71421 0.32522 3.82771  0.1661
C 1.44721 0.25322 4.69571  -0.4369
O 0.37621 0.13722 3.73671  -0.2983
C 0.89721 -0.09878 2.63471  0.2702
O 0.20721 -0.42578 1.62171  -0.3405
O 2.18621 -0.07978 2.56971  -0.2047
H 2.54421 2.49722 3.48771  0.3356
H 4.11321 1.76022 2.83771  0.2581
H 3.71021 1.87822 4.79071  0.4247
H 3.36221 -0.52878 3.78771  0.3017
H 1.51621 1.23022 5.51271  0.3057
H 1.34321 -0.67078 5.33271  0.3013

The value obtained for the frontier orbital gap is 8.29 eV. The net charge is +1.

The following is a DFT calculation (ωB97M-V with the def2-TZVPD basis set) of a structure of composition C24H44MgN3OP2S in a non-equilibrium geometry.

Each line ends with the Mulliken charge.
Element x y z (Å)
Mg 0.09407 -0.46472 0.11553  3.2231
P 1.22270 -0.90840 -1.96485  -0.0063
P -1.43833 -1.14349 1.90308  -0.8096
N 0.13592 -2.89647 -0.04307  -0.0471
C 0.89953 -2.68366 -2.39854  -0.7858
H 0.53907 -2.74133 -3.44216  0.3249
H 1.86035 -3.22926 -2.32062  0.4214
C -0.10600 -3.33979 -1.44113  -1.0989
H -1.14223 -3.10234 -1.72766  0.3312
H -0.00644 -4.43645 -1.53254  0.5631
C -0.62996 -3.65416 0.99876  -1.2085
H 0.04481 -3.81970 1.85289  0.4568
H -0.95102 -4.63674 0.62310  0.4343
C -1.86951 -2.86968 1.45262  -0.7293
H -2.35157 -3.34178 2.32361  0.5387
H -2.60705 -2.79926 0.63258  0.3894
C -2.97309 -0.15671 2.25224  0.9010
C -3.43307 0.68180 1.04298  -1.9272
H -3.91450 0.07020 0.27199  0.2516
H -2.60149 1.24498 0.58871  0.2226
H -4.15254 1.43805 1.39387  0.5117
C -0.44948 -1.23932 3.46600  0.7885
C 0.14810 0.14154 3.84195  -1.3990
H 1.19061 0.02271 4.16736  0.3632
H -0.40588 0.59543 4.67286  0.4702
H 0.17725 0.84961 2.99669  -0.0364
C 3.06277 -0.73915 -1.81999  0.7900
C 3.47707 0.74327 -1.91714  -1.5446
H 4.47700 0.85333 -1.46976  0.5044
H 2.80641 1.42716 -1.37022  0.1014
H 3.53769 1.04829 -2.97456  0.3701
C 0.66102 0.03930 -3.44508  0.4461
C 0.61212 1.55648 -3.19976  -1.6606
H -0.01612 1.99920 -3.98600  0.5174
H 1.60731 2.02041 -3.25073  0.2506
H 0.15355 1.81578 -2.23625  0.3491
C -1.75136 -0.46709 -1.25586  -0.5548
O -2.67588 -0.41442 -1.94815  -0.2907
C -1.29012 -1.87862 4.59471  -1.7812
H -2.35474 -2.00438 4.33993  0.4276
H -0.88833 -2.87583 4.82588  0.2939
H -1.21285 -1.26835 5.50468  0.4692
C 3.74802 -1.66030 -2.85514  -1.5894
H 4.57310 -1.11661 -3.34239  0.3700
H 4.12632 -2.57126 -2.36932  0.3419
H 3.06195 -1.98590 -3.65433  0.4456
C 1.48381 -0.33290 -4.68058  -1.5196
H 1.05888 0.20961 -5.53733  0.4788
H 2.53774 -0.03286 -4.56335  0.2414
H 1.41544 -1.41012 -4.89321  0.3482
C -2.75515 0.74959 3.46982  -1.5472
H -1.91663 1.45051 3.29504  0.2013
H -3.66803 1.34130 3.62458  0.5598
H -2.55629 0.15544 4.37152  0.2779
H -3.71561 -0.95842 2.44837  0.7836
H -0.37934 -0.31925 -3.56218  0.4621
H 0.38542 -1.90414 3.18750  0.7061
H 3.26011 -1.09562 -0.78522  0.5432
H 1.13639 -2.99434 0.18009  0.2585
H 1.61926 -0.97965 1.26097  -0.4123
N 2.45885 1.23273 1.52923  0.0928
C 1.48193 2.02638 1.07635  -0.6320
N 0.38046 1.68667 0.41189  0.3763
C -0.36222 2.83625 0.04288  -0.7387
C -1.53640 2.93966 -0.73518  0.3750
C -2.12593 4.20443 -0.92860  -1.0945
C -1.53512 5.34159 -0.39297  -0.6807
C -0.33606 5.26060 0.32604  -0.4647
C 0.23776 3.99997 0.52705  0.5701
S 1.76158 3.74062 1.33837  -0.3587
H 3.26401 1.75582 1.89190  0.2873
H 2.29056 0.18450 1.71073  0.0113
H -1.99489 2.07120 -1.20926  0.2425
H -3.06953 4.30655 -1.51175  0.3988
H -1.99506 6.33329 -0.52896  0.3727
H 0.17894 6.09822 0.73951  0.4609

The value obtained for the frontier orbital gap is 7.72 eV. The net charge is +1.

The following is a DFT calculation (ωB97M-V with the def2-TZVPD basis set) of a cluster of 8 separate species, C24H44N4O16 in total in a non-equilibrium geometry.

Each line ends with the Mulliken charge.
Element x y z (Å)
O 8.29776 9.00247 13.72872  -0.4868
C 8.31892 9.81889 14.56506  0.6080
O 8.56084 9.61272 15.90592  -0.3833
C 8.92158 10.86044 16.49790  -0.2944
C 8.25935 11.92470 15.57636  0.0855
O 8.26474 11.19890 14.36181  -0.2741
H 8.51020 10.88130 17.53374  0.3383
H 10.00874 11.06036 16.50001  0.2270
H 8.82963 12.81495 15.41828  -0.0770
H 7.17249 12.11106 15.76600  0.2759
O 7.15104 15.22484 10.58196  -0.5805
C 7.51265 15.75462 9.57721  0.5578
O 7.06216 16.89891 9.14897  -0.3799
C 7.80388 17.36482 8.04407  -0.2804
C 8.83999 16.28149 7.84590  -0.1905
O 8.46122 15.28109 8.73125  -0.1866
H 7.17694 17.43912 7.16549  0.2714
H 8.23595 18.29538 8.33013  0.2819
H 9.90365 16.57020 8.09383  0.1734
H 8.83696 15.95627 6.84310  0.3022
O 11.18443 14.07172 14.32025  -0.0818
C 11.16576 14.69666 15.31129  0.2511
O 11.84519 15.88052 15.53213  -0.3841
C 11.48862 16.38004 16.84751  -0.2977
C 10.61497 15.32484 17.43441  -0.4374
O 10.45841 14.32438 16.44092  -0.2573
H 12.42414 16.53321 17.35991  0.2875
H 10.92259 17.26051 16.67261  0.2606
H 9.62724 15.65760 17.70022  0.3020
H 11.04866 14.87452 18.32959  0.2802
O 12.55344 15.70382 7.34225  -0.5797
C 13.51121 15.15163 7.81981  0.5231
O 13.61581 13.79401 7.81865  -0.1659
C 14.75992 13.45341 8.65065  0.3763
C 15.50066 14.75733 8.92102  -0.1055
O 14.60375 15.70863 8.36211  -0.3797
H 14.42743 12.93386 9.51367  -0.4427
H 15.38461 12.67418 8.19666  0.3808
H 16.45848 14.81592 8.41546  0.2293
H 15.66188 15.02554 9.96590  0.1843
C 10.59914 12.75235 7.59360  -1.1341
N 11.34464 11.60349 8.03720  0.2755
C 10.80364 10.93533 9.22534  -0.3844
C 12.41639 11.13694 7.33740  -0.0163
O 12.96254 10.02801 7.63124  -0.6274
H 10.87720 13.13948 6.61306  0.3549
H 10.71253 13.52039 8.36880  0.2956
H 9.52355 12.50367 7.51892  0.4309
H 10.88961 9.81282 9.09947  0.2642
H 11.51556 11.18864 10.02960  -0.2631
H 9.81563 11.26100 9.39375  0.3958
H 12.77375 11.86072 6.59473  0.4156
C 14.06180 9.75792 11.04276  -0.3420
N 13.15120 8.70394 11.51483  0.2631
C 12.80904 7.76286 10.46491  -0.7933
C 12.43644 8.72331 12.66748  -0.0042
O 12.60654 9.51118 13.61466  -0.5810
H 13.51992 10.27914 10.28053  -0.1365
H 14.94173 9.30784 10.60546  0.4699
H 14.37830 10.32646 11.95557  -0.0386
H 11.86463 7.25692 10.79351  0.2670
H 12.70002 8.28965 9.50282  0.2013
H 13.49833 6.92720 10.24248  0.2807
H 11.65392 7.97789 12.71275  0.3223
C 8.92530 12.90142 12.02549  -0.1659
N 10.40786 12.72391 11.85169  1.3979
C 10.91586 11.47444 12.45942  -1.1470
C 11.24024 13.72053 11.50758  -0.6404
O 12.45500 13.65394 11.46422  -0.3878
H 8.48044 12.05040 11.50599  0.2648
H 8.61038 13.82474 11.53290  0.0364
H 8.70123 12.82064 13.09344  -0.2149
H 11.93530 11.20516 12.21513  -0.2029
H 10.85537 11.46519 13.54899  0.2885
H 10.28633 10.71409 12.03033  0.6462
H 10.67654 14.62989 11.22342  0.2606
C 16.65875 11.34466 13.16515  -1.1088
N 15.65471 12.44882 13.00860  0.1426
C 14.61249 12.49552 14.02728  -0.6676
C 15.62356 13.23617 11.87540  0.1865
O 16.56937 13.29560 11.08312  -0.6914
H 17.38288 11.66426 13.89813  0.3732
H 17.20090 11.05301 12.26463  0.3225
H 16.20986 10.41624 13.51112  0.3874
H 15.10139 12.73114 14.99830  0.3299
H 13.87248 13.21580 13.72602  0.0875
H 14.19526 11.45351 14.17411  0.2262
H 14.80554 13.96246 11.76760  0.4295

Its structure (SMILES) is O=C1OCCO1.O=C1OCCO1.O=C1OCCO1.O=C1OCCO1.CN(C)C=O.CN(C)C=O.CN(C)C=O.CN(C)C=O. The value obtained for the frontier orbital gap is 8.97 eV.

The following is a DFT calculation (ωB97M-V with the def2-TZVPD basis set) of a cluster of 5 separate species, C24H44N9O3 in total in a non-equilibrium geometry.

Each line ends with the Mulliken charge.
Element x y z (Å)
N 18.04281 19.53894 -14.47229  0.9848
O 17.42780 18.54049 -14.80418  -0.6959
O 18.76249 20.22176 -15.19832  -0.6417
O 17.97184 19.93122 -13.32268  -0.5437
C 16.96990 23.76792 -10.73602  -1.1570
C 17.85530 22.60853 -11.36164  -0.4941
N 18.93661 23.17685 -12.16620  0.3917
C 19.93590 23.95028 -11.64653  -0.4031
C 20.65906 24.43977 -12.76199  -0.5239
N 20.19855 23.79397 -13.90394  0.2810
C 19.12529 23.01760 -13.53289  -0.2894
C 20.46044 24.26320 -15.28607  -0.8149
H 16.25399 23.42785 -9.98773  0.3833
H 16.39941 24.20569 -11.55516  0.3356
H 17.53550 24.59925 -10.31519  0.3633
H 17.41717 21.79753 -11.94339  0.3176
H 18.24318 22.00570 -10.54052  0.2853
H 20.02270 24.25396 -10.61375  0.4908
H 21.49202 25.12087 -12.85520  0.4888
H 18.51118 22.53107 -14.27624  0.3690
H 19.57598 23.93302 -15.83087  0.2203
H 21.36202 23.81258 -15.70103  0.3275
H 20.53390 25.34928 -15.34202  0.3898
C 16.68143 16.29121 -11.05610  -1.1535
C 17.46339 16.68517 -12.38425  -0.0096
N 18.67358 15.82093 -12.69072  0.2379
C 19.79516 15.50688 -11.88359  -0.4345
C 20.70217 14.78788 -12.70154  -0.4715
N 20.02466 14.51115 -13.85162  0.1527
C 18.87008 15.15717 -13.83087  -0.2028
C 20.64289 13.86054 -14.98739  -0.8922
H 16.40270 17.18722 -10.50150  0.3585
H 17.25367 15.61253 -10.42362  0.3365
H 15.72919 15.79321 -11.23868  0.3091
H 17.79596 17.72270 -12.35218  -0.0669
H 16.72199 16.59925 -13.17864  0.3680
H 19.76085 15.95865 -10.90322  0.5279
H 21.76403 14.59441 -12.66383  0.4263
H 18.25537 15.32813 -14.70225  0.4313
H 21.69255 13.62413 -14.81292  0.3273
H 20.71327 14.49720 -15.86932  0.3697
H 20.23478 12.85636 -15.10219  0.3537
C 21.36498 20.06924 -12.24634  -0.5984
C 22.67790 19.10135 -12.67300  -0.5509
N 23.39312 18.98371 -11.37852  0.2378
C 23.97724 20.00267 -10.63126  -0.3925
C 24.57243 19.43686 -9.56726  -0.4235
N 24.31608 18.08030 -9.61358  0.1366
C 23.47271 17.87546 -10.65590  -0.2718
C 24.81169 17.13430 -8.65657  -0.7840
H 21.80532 20.92757 -11.73893  0.4016
H 20.64520 19.35414 -11.84803  0.1985
H 20.82936 20.41674 -13.12977  0.1516
H 23.41177 19.52649 -13.35769  0.3307
H 22.35724 18.09399 -12.93854  0.2240
H 23.87451 21.03217 -10.94106  0.4726
H 25.12341 19.93947 -8.78610  0.4334
H 23.07365 16.91334 -10.94134  0.4179
H 23.94729 16.89459 -8.03734  0.3606
H 25.51752 17.57592 -7.95309  0.3196
H 25.23738 16.32019 -9.24320  0.3233
C 16.59048 18.44906 -21.86226  -1.0801
C 15.63348 19.55249 -21.26506  -0.3089
N 16.27242 20.28580 -20.14990  0.1948
C 15.90139 20.31120 -18.84665  -0.3790
C 16.88858 21.00496 -18.06974  -0.1691
N 17.78927 21.48812 -18.96768  0.1865
C 17.51738 20.91421 -20.22860  -0.2884
C 19.00470 22.27838 -18.58553  -0.7049
H 17.47190 18.97350 -22.23126  0.3148
H 16.14542 17.74845 -22.56879  0.3685
H 16.93694 17.89214 -20.99168  0.3296
H 14.76540 19.03025 -20.86282  0.3021
H 15.33182 20.17905 -22.10442  0.2773
H 14.92087 19.92821 -18.60521  0.4110
H 16.94877 21.16464 -17.00331  0.3391
H 18.20900 20.93765 -21.05776  0.3369
H 18.85257 23.29716 -18.94196  0.3643
H 19.86926 21.90740 -19.13598  0.3586
H 19.30401 22.22348 -17.53886  0.1271

The value obtained for the frontier orbital gap is 8.51 eV. The net charge is +3.